C3H2OS in the gas phase at a distorted geometry. Source: the OMol25 dataset; level of theory: the ωB97M-V functional and the def2-TZVPD basis.

Output
* gap between HOMO and LUMO: 9.43 eV
* SMILES: C#CC(=O)S
* relative energy (zero: lowest compared OMol25 entry of this formula, charge and spin): 1.1715 eV
* highest occupied orbital energy: -9.998 eV

```
! wB97M-V def2-TZVPD RIJCOSX def2/J DEFGRID3
* xyz 0 1
C 0.000 0.449 -0.082
C 1.339 -0.111 0.107
C 2.480 -0.444 0.017
H -1.957 0.167 0.750
H 3.470 -0.800 -0.159
O -0.400 1.659 -0.028
S -1.326 -0.750 -0.039
*
```

=====

C3H2OS in the gas phase at a distorted geometry. Source: the OMol25 dataset; level of theory: the ωB97M-V functional and the def2-TZVPD basis.

Output
* gap between HOMO and LUMO: 8.93 eV
* relative energy (zero: lowest compared OMol25 entry of this formula, charge and spin): 3.1969 eV
* highest occupied orbital energy: -9.363 eV

```
! wB97M-V def2-TZVPD RIJCOSX def2/J DEFGRID3
* xyz 0 1
C 0.867 -0.482 -0.581
C -0.761 -1.027 0.163
C 1.087 0.717 -0.234
O 1.108 1.875 -0.119
S -1.481 0.404 0.563
H 1.672 -1.166 -0.806
H -2.492 -0.320 1.012
*
```

=====

C3H2OS2 in the gas phase at a distorted geometry. Source: the OMol25 dataset; level of theory: the ωB97M-V functional and the def2-TZVPD basis.

Output
* gap between HOMO and LUMO: 7.34 eV
* SMILES: O=CC(=S)C=S
* relative energy (zero: lowest compared OMol25 entry of this formula, charge and spin): 1.9627 eV
* highest occupied orbital energy: -9.295 eV

```
! wB97M-V def2-TZVPD RIJCOSX def2/J DEFGRID3
* xyz 0 1
C -0.974 0.707 -0.293
C 0.442 0.378 -0.023
C 0.589 -0.960 0.430
H -1.172 1.664 -0.737
H 0.100 -1.305 1.355
O -1.879 0.051 0.141
S 1.649 1.455 -0.243
S 1.245 -1.989 -0.630
*
```

=====

C3H2OS2 in the gas phase. Source: the OMol25 dataset; level of theory: the ωB97M-V functional and the def2-TZVPD basis.

Output
* gap between HOMO and LUMO: 7.40 eV
* SMILES: O=C(C=S)C=S
* relative energy (zero: lowest compared OMol25 entry of this formula, charge and spin): 1.7639 eV
* highest occupied orbital energy: -9.081 eV

```
! wB97M-V def2-TZVPD RIJCOSX def2/J DEFGRID3
* xyz 0 1
C -1.226 0.364 -0.465
C -0.002 1.104 -0.001
C 1.230 0.369 0.476
H -1.770 0.933 -1.222
H 1.778 0.898 1.259
O -0.010 2.306 -0.004
S -1.805 -0.983 0.194
S 1.808 -0.974 -0.198
*
```